No. 1
{"formula": "C4H5NOS2", "method": "the ωB97M-V functional and the def2-TZVPD basis", "symbols": ["C", "C", "C", "C", "H", "H", "H", "H", "H", "N", "O", "S", "S"], "xyz": [[-1.24634, 1.19082, 0.61747], [-0.18024, -1.02912, 0.28489], [1.12275, -1.42481, -0.33243], [0.80762, 0.75142, -0.75762], [-0.87464, 1.49956, 1.57104], [-2.13616, 0.58292, 0.68228], [-1.33708, 2.01846, -0.07572], [1.01637, -2.11592, -1.14769], [1.76499, -1.91659, 0.44989], [-0.21452, 0.31120, 0.05293], [1.68442, -0.23080, -0.93600], [-1.30355, -1.88850, 1.02490], [0.89639, 2.25139, -1.43394]], "nbo_charge": [-0.419, 0.053, -0.154, 0.387, 0.216, 0.234, 0.244, 0.231, 0.235, -0.432, -0.445, -0.027, -0.122], "homo_ev": -9.049, "charge": 0, "homo_lumo_gap_ev": 8.64, "smiles": "CN1C(=S)COC1=S", "de_lowest_kcal_mol": 5.4}

---

No. 2
{"formula": "C26H21CaF5GeN3O2", "method": "the ωB97M-V functional and the def2-TZVPD basis", "symbols": ["Ca", "F", "C", "F", "C", "F", "F", "F", "C", "C", "C", "C", "C", "C", "Ge", "C", "C", "C", "C", "C", "C", "C", "C", "C", "C", "C", "C", "H", "H", "H", "H", "H", "H", "H", "H", "H", "H", "H", "H", "H", "H", "H", "C", "O", "C", "C", "H", "H", "H", "H", "H", "H", "O", "N", "C", "C", "N", "C", "N"], "xyz": [[-1.40173, -1.67339, -1.00044], [-3.02652, -4.30365, -2.24187], [-1.84446, -3.61625, -2.55396], [-2.01344, -3.23575, -3.90632], [-0.83352, -4.76719, -2.69033], [-0.53914, -5.29164, -1.46429], [0.34915, -4.31831, -3.19348], [-1.18730, -5.81610, -3.46180], [0.51719, 5.05024, -2.06959], [-0.61124, 4.25387, -2.23950], [-0.66482, 2.99022, -1.66446], [0.39529, 2.49035, -0.89385], [1.51804, 3.30685, -0.73495], [1.58319, 4.57271, -1.31715], [0.14913, 0.66323, -0.13971], [-0.91870, 1.14621, 1.51261], [-1.50794, 0.14451, 2.29154], [-2.23359, 0.43058, 3.44250], [-2.39719, 1.74839, 3.84729], [-1.83101, 2.76546, 3.08980], [-1.10332, 2.46372, 1.94257], [1.95080, 0.38203, 0.77719], [3.09481, 0.22182, -0.02033], [4.34042, -0.10377, 0.50943], [4.48087, -0.30063, 1.87997], [3.36734, -0.14514, 2.69839], [2.12951, 0.19651, 2.15558], [0.56437, 6.03513, -2.52078], [-1.45366, 4.60446, -2.82405], [-1.55500, 2.38779, -1.82113], [2.35681, 2.96259, -0.13711], [2.46669, 5.18735, -1.17515], [-1.42901, -0.89594, 1.99046], [-2.70151, -0.37300, 3.99960], [-2.98447, 1.98160, 4.72810], [-1.96630, 3.80058, 3.38456], [-0.67862, 3.27795, 1.36515], [3.00795, 0.35900, -1.09703], [5.19944, -0.20645, -0.14562], [5.44413, -0.56117, 2.30309], [3.46221, -0.28445, 3.77028], [1.27987, 0.31788, 2.82148], [2.34467, -3.03521, -1.22539], [0.99550, -2.62722, -0.86833], [0.44170, -2.75111, 0.27414], [1.30880, -3.30348, 1.34542], [3.05501, -2.45684, -0.64069], [2.43444, -2.81515, -2.28196], [2.45307, -4.10327, -1.05585], [1.63528, -4.31353, 1.06986], [0.76897, -3.34237, 2.28686], [2.20008, -2.67432, 1.46218], [-3.31917, -1.26787, -0.29659], [-3.17918, -0.43703, -1.39402], [-4.21876, 0.48836, -1.49304], [-5.34329, 0.48235, -0.63744], [-6.28697, 0.51681, 0.04172], [-4.10498, 1.49045, -2.47975], [-3.95985, 2.30126, -3.30385]], "nbo_charge": [1.632, -0.396, 0.106, -0.408, 0.881, -0.361, -0.359, -0.344, -0.237, -0.222, -0.235, -0.291, -0.275, -0.243, 0.559, -0.273, -0.239, -0.224, -0.242, -0.216, -0.263, -0.265, -0.281, -0.235, -0.266, -0.232, -0.275, 0.187, 0.217, 0.240, 0.199, 0.186, 0.200, 0.196, 0.190, 0.189, 0.207, 0.204, 0.192, 0.193, 0.195, 0.221, -0.288, -0.500, 0.272, -0.794, 0.209, 0.215, 0.191, 0.228, 0.234, 0.252, -0.794, -0.316, -0.328, 0.315, -0.502, 0.315, -0.520], "homo_ev": [0.544, -1.379], "charge": -2, "spin_multiplicity": 2, "homo_lumo_gap_ev": [3.48, 5.40]}

---

No. 3
{"formula": "C36H62ClN5O4", "method": "the ωB97M-V functional and the def2-TZVPD basis", "symbols": ["C", "N", "C", "C", "C", "N", "C", "C", "C", "C", "C", "C", "Cl", "C", "C", "C", "C", "C", "C", "C", "O", "N", "C", "O", "H", "H", "H", "H", "H", "H", "H", "H", "H", "H", "H", "H", "H", "H", "H", "H", "H", "H", "H", "H", "H", "H", "H", "H", "H", "H", "C", "C", "C", "C", "C", "C", "N", "O", "C", "C", "C", "H", "H", "H", "H", "H", "H", "H", "H", "H", "H", "H", "H", "H", "H", "H", "H", "H", "H", "C", "C", "C", "C", "C", "C", "N", "O", "C", "C", "C", "H", "H", "H", "H", "H", "H", "H", "H", "H", "H", "H", "H", "H", "H", "H", "H", "H", "H"], "xyz": [[-1.44441, 3.55876, -1.02788], [-0.53147, 3.14312, -2.10908], [-0.07352, 1.76969, -1.81892], [0.82144, 1.18014, -2.87773], [2.08820, 1.75978, -3.11057], [2.59611, 2.88859, -2.39465], [2.92459, 1.22465, -4.06584], [2.49624, 0.13716, -4.80770], [1.26431, -0.48746, -4.62669], [0.89577, -1.66063, -5.52371], [0.78237, -3.04229, -4.88857], [1.93344, -3.37690, -3.96501], [0.69817, -4.26387, -6.21042], [0.41844, 0.06296, -3.64224], [-0.96128, -0.52917, -3.46009], [-2.03890, 0.31648, -4.20584], [-3.28915, 0.70575, -3.37051], [-4.52379, -0.06801, -3.90648], [-3.59459, 2.20640, -3.48224], [3.59918, -0.16764, -5.77997], [3.61291, -0.88331, -6.73157], [4.69966, 0.66365, -5.43911], [4.28913, 1.62666, -4.47607], [4.94905, 2.54843, -4.12996], [-0.96722, 3.43764, -0.04842], [-2.30850, 2.90158, -1.02448], [-1.75827, 4.58610, -1.16613], [0.26311, 3.75918, -2.00889], [0.48747, 1.76325, -0.87254], [-0.95903, 1.17610, -1.63700], [2.10406, 3.03586, -1.52601], [2.51767, 3.71233, -2.97785], [0.00573, -1.44101, -6.11050], [1.69765, -1.75564, -6.24716], [-0.13139, -3.18465, -4.32552], [1.75502, -2.85752, -3.03129], [1.99640, -4.44265, -3.78485], [2.87653, -3.02209, -4.37635], [-0.98775, -1.50719, -3.91068], [-1.19689, -0.61753, -2.40574], [-1.56887, 1.23227, -4.55480], [-2.35831, -0.21602, -5.09557], [-3.18863, 0.39356, -2.33407], [-4.65836, -1.01044, -3.38036], [-5.42275, 0.51861, -3.73091], [-4.45382, -0.24402, -4.97477], [-2.71202, 2.79923, -3.70533], [-3.97117, 2.58594, -2.53417], [-4.33607, 2.41727, -4.24732], [5.54255, 0.17059, -5.17441], [4.97804, -0.53828, 0.37877], [3.46248, -0.79702, 0.22448], [2.68535, 0.46144, 0.60582], [2.66475, 0.73222, 2.10948], [2.16481, -0.49909, 2.86204], [2.94209, -1.77208, 2.52487], [3.02629, -1.96554, 1.04732], [1.90757, -2.43756, 0.59602], [4.34654, -1.71129, 3.15707], [2.27216, -2.97339, 3.18202], [3.24302, -1.10362, -1.24818], [5.52769, -1.47563, 0.47031], [5.35947, -0.01984, -0.50061], [5.22779, 0.09421, 1.22767], [1.65245, 0.35637, 0.25909], [3.11578, 1.31526, 0.07435], [3.65614, 1.02473, 2.46567], [2.00621, 1.57756, 2.32009], [2.22283, -0.31884, 3.93778], [1.10363, -0.63735, 2.63069], [4.95254, -2.55904, 2.83476], [4.26004, -1.75925, 4.24250], [4.89313, -0.79797, 2.93985], [1.22930, -3.08783, 2.89085], [2.29133, -2.85130, 4.26485], [2.79746, -3.89933, 2.94236], [3.77508, -2.01056, -1.54244], [3.60720, -0.27769, -1.85871], [2.19321, -1.22697, -1.50054], [-3.92487, 1.91252, 5.79313], [-3.51459, 1.42496, 4.38541], [-4.66217, 0.63720, 3.75082], [-4.86141, -0.74665, 4.37151], [-3.55405, -1.53964, 4.36037], [-2.39047, -0.78670, 5.00454], [-2.27407, 0.59382, 4.44441], [-1.70234, 0.55799, 3.28273], [-2.57086, -0.75123, 6.53439], [-1.09087, -1.54309, 4.76906], [-3.24488, 2.68766, 3.57370], [-3.04788, 2.14293, 6.39861], [-4.51580, 2.82443, 5.71552], [-4.54402, 1.20225, 6.33655], [-4.46346, 0.51494, 2.68126], [-5.58129, 1.22067, 3.83616], [-5.24500, -0.65992, 5.39144], [-5.62108, -1.29181, 3.80856], [-3.68835, -2.49404, 4.87315], [-3.29865, -1.77720, 3.32267], [-1.81058, -0.12167, 6.99856], [-2.45921, -1.75758, 6.93771], [-3.54743, -0.40446, 6.85972], [-0.89134, -1.71082, 3.71194], [-1.13527, -2.52263, 5.24459], [-0.24280, -1.00230, 5.19350], [-2.41283, 3.25347, 3.99633], [-4.13046, 3.32159, 3.58974], [-3.01746, 2.46938, 2.53159]], "lowdin_charge": [-0.119, -0.089, -0.174, -0.071, -0.187, 0.121, -0.060, -0.028, -0.081, -0.173, -0.724, -0.107, 0.607, -0.097, -0.107, -0.130, -0.391, -0.078, -0.085, -0.371, 0.133, 0.169, -0.395, 0.140, 0.078, 0.058, 0.082, 0.075, 0.104, 0.101, 0.064, 0.106, 0.123, 0.085, 0.078, 0.064, 0.073, 0.086, 0.083, 0.111, 0.109, 0.102, 0.116, 0.073, 0.068, 0.072, 0.058, 0.067, 0.075, 0.158, -0.025, -0.476, -0.134, -0.161, -0.132, -0.490, -0.081, -0.015, -0.033, -0.043, -0.040, 0.092, 0.086, 0.064, 0.109, 0.120, 0.103, 0.113, 0.124, 0.114, 0.093, 0.087, 0.057, 0.073, 0.086, 0.092, 0.099, 0.079, 0.065, -0.032, -0.491, -0.132, -0.170, -0.131, -0.494, -0.084, -0.027, -0.032, -0.050, -0.046, 0.092, 0.083, 0.062, 0.124, 0.126, 0.101, 0.113, 0.125, 0.126, 0.093, 0.088, 0.057, 0.070, 0.091, 0.090, 0.094, 0.086, 0.072], "homo_ev": [-8.493, -8.957], "charge": 0, "spin_multiplicity": 3, "homo_lumo_gap_ev": [8.35, 8.81]}

---

No. 4
{"formula": "C5H6O2", "method": "the ωB97M-V functional and the def2-TZVPD basis", "symbols": ["O", "C", "C", "O", "C", "C", "C", "H", "H", "H", "H", "H", "H"], "xyz": [[-0.50399, -0.04127, -2.55770], [-0.96717, -0.63299, -1.61475], [-0.83655, -0.21789, -0.15499], [-0.62618, -1.38431, 0.60987], [0.79867, 0.89908, 1.50480], [1.59460, 0.41172, 0.60731], [0.23479, 0.83084, 0.12236], [-1.54537, -1.57503, -1.74122], [-1.81376, 0.19235, 0.14464], [0.61809, 1.20479, 2.52325], [2.57863, 0.05126, 0.35215], [0.33665, -1.48221, 0.67272], [0.13159, 1.74367, -0.46843]], "nbo_charge": [-0.512, 0.428, -0.030, -0.698, -0.146, -0.227, -0.264, 0.112, 0.192, 0.232, 0.235, 0.471, 0.207], "homo_ev": -9.515, "charge": 0, "homo_lumo_gap_ev": 10.38, "smiles": "O=C[C@@H](O)C1C=C1", "de_lowest_kcal_mol": 73.7}

---

Copy entry 4 word for word.
{"formula": "C5H6O2", "method": "the ωB97M-V functional and the def2-TZVPD basis", "symbols": ["O", "C", "C", "O", "C", "C", "C", "H", "H", "H", "H", "H", "H"], "xyz": [[-0.50399, -0.04127, -2.55770], [-0.96717, -0.63299, -1.61475], [-0.83655, -0.21789, -0.15499], [-0.62618, -1.38431, 0.60987], [0.79867, 0.89908, 1.50480], [1.59460, 0.41172, 0.60731], [0.23479, 0.83084, 0.12236], [-1.54537, -1.57503, -1.74122], [-1.81376, 0.19235, 0.14464], [0.61809, 1.20479, 2.52325], [2.57863, 0.05126, 0.35215], [0.33665, -1.48221, 0.67272], [0.13159, 1.74367, -0.46843]], "nbo_charge": [-0.512, 0.428, -0.030, -0.698, -0.146, -0.227, -0.264, 0.112, 0.192, 0.232, 0.235, 0.471, 0.207], "homo_ev": -9.515, "charge": 0, "homo_lumo_gap_ev": 10.38, "smiles": "O=C[C@@H](O)C1C=C1", "de_lowest_kcal_mol": 73.7}